1.
The following is a quantum chemistry calculation of a 2-piece molecular cluster, C3H5O5P overall, from OMol25.

Atoms and positions in Å:
C: -1.01 1.42 -0.77
C: -0.07 0.63 -0.62
C: 1.01 -0.45 -0.93
O: 0.04 -1.37 2.46
O: -0.45 0.65 4.04
O: -1.78 0.24 1.86
O: 1.10 -0.65 -2.26
O: 0.64 0.96 1.62
P: -0.31 0.27 2.58
H: -1.52 0.04 0.87
H: -1.80 1.94 -1.24
H: 0.69 -1.26 -0.36
H: 1.91 -0.24 -0.36
H: 0.98 -1.29 2.06

Output
Lowest unoccupied orbital energy = 6.72 eV
Energy above the lowest of the compared OMol25 structures with the same formula, charge and spin = 277.8 kJ/mol
Charge = -2
2S+1 = 1
HOMO = 0.26 eV
Kohn-Sham gap = 6.465 eV

2.
The following is a quantum chemistry calculation of C38H61FN2O5W as an isolated structure, from OMol25.

Atoms and positions in Å:
W: 1.09 1.27 0.70
C: 3.45 2.12 2.69
N: 1.99 1.83 2.79
C: 1.33 3.06 3.32
C: 1.80 0.73 3.78
C: 0.63 -0.14 3.40
N: 0.75 -0.56 1.98
C: 1.85 -1.60 1.88
C: 2.32 -1.89 0.49
C: 2.28 -3.14 -0.08
C: 2.76 -3.34 -1.38
C: 3.28 -2.24 -2.04
C: 3.33 -0.94 -1.52
C: 2.84 -0.83 -0.24
O: 2.70 0.41 0.44
C: 3.97 0.16 -2.36
C: 5.49 -0.03 -2.30
C: 3.50 0.03 -3.83
C: 3.63 1.58 -1.88
C: 2.70 -4.74 -2.00
C: 3.50 -5.71 -1.13
C: 1.23 -5.18 -2.07
C: 3.28 -4.76 -3.42
C: -0.54 -1.23 1.56
C: -1.75 -0.35 1.34
C: -2.94 -1.00 1.03
C: -4.12 -0.29 0.86
C: -4.08 1.09 1.07
C: -2.93 1.80 1.38
C: -1.76 1.03 1.45
O: -0.50 1.64 1.55
C: -2.99 3.29 1.75
C: -2.00 4.16 0.97
C: -2.71 3.39 3.26
C: -4.38 3.87 1.49
C: -5.40 -1.02 0.47
C: -6.58 -0.07 0.28
C: -5.16 -1.77 -0.86
C: -5.76 -2.03 1.57
H: 3.82 2.38 3.69
H: 3.61 2.96 2.02
H: 3.98 1.25 2.32
H: 1.79 3.32 4.27
H: 0.27 2.88 3.47
H: 1.47 3.88 2.62
H: 1.64 1.14 4.78
H: 2.73 0.15 3.83
H: -0.32 0.37 3.54
H: 0.62 -1.04 4.03
H: 1.48 -2.50 2.36
H: 2.69 -1.23 2.47
H: 1.87 -3.97 0.49
H: 3.66 -2.38 -3.04
H: 5.78 -1.02 -2.64
H: 5.86 0.10 -1.28
H: 5.99 0.71 -2.93
H: 3.99 -0.79 -4.35
H: 3.74 0.94 -4.37
H: 2.42 -0.14 -3.89
H: 4.04 1.80 -0.90
H: 2.55 1.76 -1.86
H: 4.05 2.30 -2.58
H: 3.07 -5.81 -0.13
H: 4.54 -5.39 -1.03
H: 3.49 -6.71 -1.58
H: 0.79 -5.26 -1.07
H: 1.16 -6.16 -2.54
H: 0.64 -4.48 -2.65
H: 4.34 -4.48 -3.43
H: 2.74 -4.10 -4.09
H: 3.21 -5.77 -3.82
H: -0.77 -1.92 2.37
H: -0.32 -1.81 0.67
H: -2.93 -2.08 0.94
H: -5.00 1.64 0.99
H: -0.96 3.84 1.08
H: -2.07 5.19 1.34
H: -2.25 4.18 -0.09
H: -1.71 3.05 3.51
H: -3.42 2.79 3.83
H: -2.80 4.43 3.59
H: -4.68 3.77 0.45
H: -4.37 4.93 1.73
H: -5.15 3.41 2.12
H: -6.39 0.68 -0.50
H: -6.84 0.45 1.21
H: -7.46 -0.64 -0.03
H: -4.89 -1.07 -1.65
H: -6.08 -2.28 -1.16
H: -4.38 -2.52 -0.77
H: -5.93 -1.53 2.52
H: -4.97 -2.77 1.71
H: -6.67 -2.57 1.30
C: 0.07 2.24 -3.52
C: -0.57 1.78 -2.22
C: -2.09 1.87 -2.25
O: -0.04 2.50 -1.09
C: -0.20 0.34 -1.92
O: -0.30 -0.61 -2.61
O: 0.32 0.22 -0.61
H: -0.39 3.17 -3.84
H: -0.10 1.49 -4.29
H: 1.14 2.38 -3.40
H: -2.39 2.90 -2.41
H: -2.54 1.51 -1.32
H: -2.47 1.26 -3.07
H: -0.04 3.46 -1.25
F: 1.79 2.96 0.53

Output
Lowest unoccupied orbital energy = -7.48 eV
Energy above the lowest of the compared OMol25 structures with the same formula, charge and spin = 29.9 kJ/mol
Charge = +2
2S+1 = 1
HOMO = -14.01 eV
Kohn-Sham gap = 6.538 eV

3.
The following is a quantum chemistry calculation of C48H70N12 as an isolated structure, from OMol25.

Atoms and positions in Å:
C: 19.04 34.24 4.30
C: 18.44 32.89 4.38
C: 17.80 32.64 3.04
C: 16.88 31.50 3.04
N: 16.24 30.52 2.94
H: 19.71 34.54 5.10
H: 18.23 34.95 4.44
H: 19.61 34.43 3.38
H: 17.78 32.69 5.22
H: 19.29 32.20 4.38
H: 18.43 32.29 2.22
H: 17.21 33.52 2.82
C: 14.63 35.54 0.53
C: 15.54 36.91 0.56
C: 14.82 38.19 0.03
C: 13.85 38.68 0.96
N: 13.04 39.08 1.71
H: 15.22 34.71 0.91
H: 14.38 35.19 -0.47
H: 13.71 35.65 1.11
H: 16.27 36.72 -0.23
H: 16.11 37.01 1.49
H: 14.39 38.13 -0.97
H: 15.45 39.06 -0.13
C: 20.37 32.17 -2.03
C: 20.17 32.98 -3.42
C: 21.17 34.17 -3.54
C: 22.57 33.97 -3.23
N: 23.71 33.76 -2.96
H: 20.37 32.74 -1.10
H: 21.33 31.67 -2.15
H: 19.60 31.42 -1.86
H: 19.10 33.16 -3.38
H: 20.32 32.24 -4.21
H: 20.98 34.93 -2.79
H: 21.12 34.67 -4.51
C: 12.05 34.66 -0.26
C: 13.15 33.63 0.05
C: 12.91 32.17 -0.31
C: 12.38 31.94 -1.73
N: 12.02 31.75 -2.79
H: 11.16 34.77 0.35
H: 11.58 34.63 -1.24
H: 12.48 35.66 -0.30
H: 13.29 33.59 1.13
H: 14.10 34.05 -0.26
H: 12.31 31.78 0.50
H: 13.83 31.58 -0.33
C: 17.64 32.70 -1.30
C: 17.24 31.52 -0.29
C: 16.04 31.76 0.72
C: 16.00 33.01 1.44
N: 15.99 33.98 2.11
H: 18.19 33.57 -0.93
H: 16.74 33.18 -1.70
H: 18.16 32.29 -2.17
H: 18.14 31.20 0.25
H: 16.99 30.55 -0.71
H: 15.85 30.89 1.35
H: 15.26 31.66 -0.03
N: 14.77 34.25 2.93
C: 13.99 33.11 2.85
C: 13.40 32.89 4.08
C: 13.49 34.07 4.80
C: 14.45 34.84 4.14
H: 15.37 34.61 2.20
H: 13.97 32.49 1.96
H: 12.68 32.14 4.38
H: 13.03 34.59 5.62
H: 14.72 35.86 4.37
N: 14.37 29.58 3.21
C: 14.90 29.94 1.98
C: 13.77 30.37 1.29
C: 12.60 30.26 2.01
C: 13.05 29.71 3.21
H: 15.04 29.61 3.97
H: 15.96 29.98 1.83
H: 13.90 30.67 0.26
H: 11.56 30.44 1.79
H: 12.67 29.41 4.18
N: 14.48 35.45 -2.48
C: 15.04 36.65 -2.90
C: 16.28 36.42 -3.37
C: 16.39 35.06 -3.42
C: 15.29 34.43 -2.91
H: 13.56 35.36 -2.08
H: 14.51 37.58 -2.76
H: 17.05 37.07 -3.76
H: 17.30 34.64 -3.81
H: 15.23 33.37 -2.74
N: 16.37 28.48 1.11
C: 16.82 27.52 0.20
C: 18.15 27.82 -0.06
C: 18.45 28.83 0.77
C: 17.41 29.18 1.53
H: 15.43 28.70 1.43
H: 16.08 26.92 -0.30
H: 18.65 27.25 -0.82
H: 19.47 29.17 0.88
H: 17.33 29.87 2.35
N: 13.95 31.50 -3.23
C: 15.21 31.82 -3.76
C: 16.13 31.12 -2.97
C: 15.41 30.34 -2.07
C: 14.07 30.63 -2.21
H: 13.06 31.77 -3.63
H: 15.30 32.55 -4.54
H: 17.21 31.17 -2.93
H: 15.75 29.68 -1.29
H: 13.18 30.35 -1.68
N: 17.38 35.47 1.46
C: 18.02 36.08 0.44
C: 19.09 36.79 0.90
C: 19.08 36.65 2.27
C: 18.02 35.89 2.66
H: 16.60 34.86 1.30
H: 17.70 35.93 -0.58
H: 19.81 37.27 0.25
H: 19.84 36.92 2.98
H: 17.85 35.62 3.69
N: 18.92 35.38 -3.58
C: 19.78 36.48 -3.68
C: 20.08 36.90 -2.38
C: 19.54 36.06 -1.46
C: 18.70 35.21 -2.20
H: 18.67 34.71 -4.29
H: 20.09 36.86 -4.64
H: 20.86 37.61 -2.14
H: 19.68 36.24 -0.40
H: 18.18 34.30 -1.91

Output
Lowest unoccupied orbital energy = -0.53 eV
Energy above the lowest of the compared OMol25 structures with the same formula, charge and spin = 4533.8 kJ/mol
Charge = 0
2S+1 = 1
HOMO = -7.56 eV
Kohn-Sham gap = 7.022 eV

4.
The following is a quantum chemistry calculation of C9H12NO2 as an isolated structure, from OMol25.

Atoms and positions in Å:
C: 3.06 -1.25 -0.98
C: -2.41 0.00 0.17
C: -2.18 -1.06 -0.95
C: 1.53 1.46 0.80
C: 0.20 2.16 0.48
C: -0.32 -1.47 0.75
C: -0.10 0.40 -0.92
C: -1.03 -0.47 -0.12
C: 1.42 0.07 0.35
N: 2.41 -0.54 -0.42
O: -0.05 1.74 -0.88
O: 0.96 -0.99 1.24
H: 3.78 -1.92 -1.19
H: -2.57 1.03 0.04
H: -2.93 -0.43 0.90
H: -2.42 -2.10 -0.74
H: -2.39 -1.06 -2.05
H: 2.44 1.95 0.37
H: 1.68 1.61 1.91
H: -0.64 1.68 1.08
H: 0.42 3.24 0.25
H: -0.86 -1.75 1.70
H: -0.13 -2.43 0.16
H: 0.11 0.14 -1.95

Output
Lowest unoccupied orbital energy = -4.27 eV
Energy above the lowest of the compared OMol25 structures with the same formula, charge and spin = 563.5 kJ/mol
Charge = +1
2S+1 = 1
HOMO = -13.37 eV
Kohn-Sham gap = 9.101 eV

The lowest charge belongs to which entry? C3H5O5P

Number 2 is which compound? C38H61FN2O5W